w:
Density functional theory data (ωB97M-V/def2-TZVPD) for a 6-piece molecular cluster, C18H36O18 overall.

CARTESIAN COORDINATES (ANGSTROEM)
C1 19.4863 10.3117 8.6442
O1 18.8122 10.5382 9.9425
C2 18.6599 9.4072 10.6267
O2 18.8940 8.2497 10.2534
O3 18.1488 9.7399 11.8174
C3 17.8170 8.5182 12.5797
H1 20.3365 9.6395 8.8800
H2 19.8684 11.2478 8.3258
H3 18.7336 9.8653 8.0231
H4 18.7250 8.2155 13.0621
H5 17.2776 7.7331 12.0042
H6 17.1658 8.9351 13.3187
C4 16.0321 5.5971 10.3969
O4 14.8084 5.6024 11.3288
C5 13.6449 5.8089 10.7181
O5 13.5048 6.1036 9.5690
O6 12.6825 5.6446 11.5854
C6 11.3642 6.0592 11.2547
H7 16.0315 6.4562 9.7162
H8 16.0012 4.6761 9.7724
H9 16.9266 5.5462 10.9987
H10 10.7463 5.7501 12.0738
H11 11.1226 5.6694 10.3127
H12 11.3479 7.1582 11.2023
C7 21.0600 6.0101 11.8384
O7 19.9709 5.1099 11.5245
C8 20.2228 4.0339 10.7857
O8 21.2518 3.7940 10.2197
O9 19.0377 3.3214 10.7372
C9 19.0830 2.1467 9.8996
H13 22.0124 5.5616 11.4692
H14 21.0879 5.9733 12.8820
H15 20.8705 6.9629 11.4228
H16 20.0129 1.6167 10.0174
H17 19.0500 2.3783 8.8154
H18 18.2766 1.4310 10.1654
C10 21.5267 10.4018 5.4667
O10 22.0809 11.6788 5.7623
C11 23.1384 11.7558 6.5914
O11 23.9391 10.8731 6.8447
O12 23.3493 13.0420 6.8875
C12 24.5918 13.3091 7.6655
H19 22.3235 9.7085 5.3975
H20 20.8861 10.4757 4.6135
H21 20.8210 10.1448 6.2902
H22 24.7495 12.6728 8.5177
H23 24.6096 14.3898 7.8575
H24 25.4024 13.1192 7.0104
C13 16.8657 7.0362 6.9648
O13 17.8640 6.0510 7.5695
C14 19.0611 6.6007 7.5148
O14 19.3387 7.6517 7.0228
O15 19.9334 5.7079 8.0401
C15 21.2938 6.2353 8.1599
H25 17.3510 7.3802 6.0499
H26 16.7440 7.9308 7.5868
H27 15.9380 6.4947 6.7450
H28 21.3806 6.9790 7.3827
H29 21.9685 5.4561 8.1427
H30 21.4618 6.6646 9.1725
C16 21.7440 11.6678 11.4820
O16 22.5657 10.8868 12.4183
C17 22.1663 9.7414 12.7996
O17 21.1258 9.2197 12.6254
O18 23.1423 9.2701 13.6117
C18 22.7872 7.9505 14.1002
H31 21.5450 12.6079 11.9471
H32 20.8255 11.1238 11.2352
H33 22.2781 11.9432 10.5469
H34 21.8432 7.9407 14.6510
H35 23.5746 7.7133 14.7858
H36 22.8175 7.2097 13.3266

Summary:
LUMO = 0.02033 Ha
E_HOMO = -10.608 eV
gap between HOMO and LUMO = 11.161 eV

---

x:
Density functional theory data (ωB97M-V/def2-TZVPD) for a 6-piece molecular cluster, C18H36O18 overall.

CARTESIAN COORDINATES (ANGSTROEM)
C1 36.4320 34.0970 49.6600
O1 36.3800 35.2190 50.4870
C2 37.1360 36.2940 50.0820
O2 37.9850 36.3070 49.2110
O3 37.1120 37.2800 50.9740
C3 37.8740 38.4910 50.7300
H1 37.3940 33.8080 49.6960
H2 36.1800 34.4580 48.7410
H3 35.7340 33.2980 50.1760
H4 38.9670 38.4310 50.9210
H5 37.5310 39.1230 51.4380
H6 37.7400 38.8090 49.7220
C4 38.2630 35.4400 53.5280
O4 39.2880 35.1540 54.5580
C5 39.1070 35.3740 55.8200
O5 38.0930 35.7780 56.3530
O6 40.2770 35.1370 56.4470
C6 40.3510 35.5110 57.8210
H7 38.2650 36.5870 53.3400
H8 37.3320 34.9670 53.8570
H9 38.4790 35.1300 52.4820
H10 39.5240 35.2030 58.2700
H11 40.5010 36.6400 57.7430
H12 41.4200 35.3270 58.0240
C7 33.6270 35.0720 47.1650
O7 34.5240 35.9990 47.8200
C8 34.2120 37.2570 47.8750
O8 33.1370 37.7200 47.2990
O9 35.0910 38.0330 48.5580
C9 34.7140 39.4670 48.7930
H13 33.0350 34.5740 47.6260
H14 34.1360 34.5000 46.5210
H15 33.0770 35.6290 46.4210
H16 35.5510 40.1120 49.2810
H17 33.7860 39.4360 49.2750
H18 34.6000 40.0050 47.8470
C10 41.7430 40.3110 50.1730
O10 42.0020 39.3600 49.1210
C11 40.9380 39.0330 48.3060
O11 39.8320 39.6190 48.5930
O12 41.0870 38.1630 47.3310
C12 40.0000 37.4480 46.6470
H19 40.7950 40.0930 50.8010
H20 41.7960 41.3030 49.9220
H21 42.7640 40.3030 50.7670
H22 39.1110 38.1300 46.2860
H23 39.4190 36.5940 47.2130
H24 40.3010 37.2500 45.6870
C13 39.2800 30.8160 49.7960
O13 38.2090 29.9670 49.2790
C14 37.1900 30.3730 48.6240
O14 37.0470 31.4750 48.2600
O15 36.0990 29.4810 48.6620
C15 34.8670 29.6820 47.9480
H25 40.2930 30.3540 49.9010
H26 38.9120 30.8900 50.8590
H27 39.3070 31.7080 49.2220
H28 34.7850 30.4270 47.0860
H29 34.1630 30.0170 48.6520
H30 34.1650 28.7300 47.7880
C16 38.0520 42.3180 48.7640
O16 37.5230 43.3400 49.5690
C17 37.3560 43.0450 50.9410
O17 37.7370 41.8470 51.3280
O18 36.7050 43.8930 51.7820
C18 36.3840 43.5440 53.0460
H31 38.2150 42.7060 47.7680
H32 37.2710 41.5290 48.5070
H33 38.9680 41.6670 49.2060
H34 37.2850 43.6260 53.7080
H35 36.0210 42.4660 53.1520
H36 35.6890 44.2070 53.4380

Summary:
LUMO = 0.01848 Ha
E_HOMO = -10.329 eV
gap between HOMO and LUMO = 10.831 eV

---

y:
Density functional theory data (ωB97M-V/def2-TZVPD) for a 6-piece molecular cluster, C18H36O18 overall.

CARTESIAN COORDINATES (ANGSTROEM)
C1 4.9616 2.4796 2.3611
O1 5.2193 2.7422 1.0056
C2 4.2035 3.2171 0.2945
O2 3.1189 3.4996 0.7211
O3 4.5990 3.2867 -0.9775
C3 3.6203 3.6579 -1.9609
H1 3.9352 2.1464 2.5333
H2 5.0711 3.3763 2.9812
H3 5.6405 1.7231 2.7396
H4 2.7199 4.1194 -1.5664
H5 3.3890 2.7157 -2.4603
H6 4.1105 4.3314 -2.6578
C4 1.9597 -2.0661 2.5052
O4 2.3698 -1.1078 1.5304
C5 1.3689 -0.5235 0.8891
O5 0.1978 -0.7060 1.1138
O6 1.8773 0.3101 -0.0120
C6 0.9513 1.0698 -0.8028
H7 1.1938 -2.7201 2.0839
H8 1.5779 -1.5872 3.4012
H9 2.8006 -2.7225 2.7132
H10 0.7167 0.5019 -1.7024
H11 1.5023 1.9835 -1.0050
H12 0.0452 1.3285 -0.2583
C7 -2.8237 7.9051 -2.2480
O7 -3.1459 6.5435 -2.5174
C8 -2.1410 5.6839 -2.4475
O8 -1.0015 5.9470 -2.1686
O9 -2.6016 4.4717 -2.7422
C9 -1.6230 3.4424 -2.6729
H13 -1.9809 8.2368 -2.8560
H14 -2.5079 8.0300 -1.2114
H15 -3.7183 8.4718 -2.4700
H16 -0.7368 3.7258 -3.2344
H17 -2.0630 2.5562 -3.1321
H18 -1.3813 3.1377 -1.6538
C10 -6.7705 -2.2715 0.8964
O10 -5.6503 -1.4033 0.9809
C11 -4.8410 -1.4116 -0.0781
O11 -5.0720 -1.9708 -1.1177
O12 -3.7692 -0.6949 0.2172
C12 -2.7599 -0.5144 -0.7509
H19 -6.5024 -3.2417 0.4752
H20 -7.5538 -1.8766 0.2458
H21 -7.1464 -2.3843 1.9076
H22 -2.5254 -1.4217 -1.2996
H23 -1.9084 -0.1248 -0.1981
H24 -3.0163 0.2810 -1.4593
C13 2.7742 -4.1675 -0.9041
O13 3.2969 -3.0949 -1.6730
C14 2.4950 -2.6333 -2.6314
O14 1.4435 -3.1099 -2.9516
O15 3.0685 -1.5640 -3.1756
C15 2.3078 -0.9293 -4.1971
H25 1.7850 -3.9185 -0.5115
H26 3.4492 -4.3570 -0.0783
H27 2.6463 -5.0572 -1.5221
H28 2.0737 -1.6329 -4.9913
H29 2.9282 -0.1153 -4.5594
H30 1.3986 -0.5014 -3.7740
C16 -0.1804 -6.0875 4.9996
O16 -1.2059 -5.5651 4.1800
C17 -1.1260 -4.2513 3.9488
O17 -0.3044 -3.5080 4.4152
O18 -2.0983 -3.9254 3.1139
C18 -2.2036 -2.5676 2.7554
H31 -0.1054 -5.5827 5.9664
H32 0.7872 -6.0677 4.5046
H33 -0.4610 -7.1073 5.2637
H34 -1.5790 -2.3311 1.8887
H35 -1.8894 -1.8464 3.5134
H36 -3.2104 -2.2523 2.4848

Summary:
LUMO = 0.01613 Ha
E_HOMO = -10.818 eV
gap between HOMO and LUMO = 11.257 eV

---

Which one sits at the top of the stability order? y does.

---

w:
Density functional theory data (ωB97M-V/def2-TZVPD) for an isolated ion of composition C4H10NOS and charge -1.

CARTESIAN COORDINATES (ANGSTROEM)
N1 0.2814 1.2513 1.0401
C1 0.5089 0.5769 -0.2971
C2 2.0935 0.5231 -0.6871
O1 2.7096 1.6585 -0.2797
C3 -0.1316 -0.8523 -0.0428
C4 -1.5857 -0.6695 -0.1964
S1 -2.8096 -2.0778 0.3540
H1 1.0540 0.8293 1.6141
H2 0.5498 2.1833 0.9402
H3 -0.1447 1.0702 -1.0310
H4 2.1067 0.4952 -1.8514
H5 2.3108 -0.4863 -0.1669
H6 0.4871 -1.6975 -0.3374
H7 0.0099 -1.0784 1.0769
H8 -1.7693 -0.8102 -1.2811
H9 -1.9969 0.3063 0.1924
H10 -3.6740 -1.2222 0.9529

Summary:
LUMO = 0.10992 Ha
E_HOMO = -2.726 eV
gap between HOMO and LUMO = 5.718 eV
net charge = -1

---

x:
Density functional theory data (ωB97M-V/def2-TZVPD) for an isolated ion of composition C4H10NOS and charge -1.

CARTESIAN COORDINATES (ANGSTROEM)
C1 0.9902 -1.5931 -1.1904
N1 1.1560 -0.1535 -0.6379
C2 0.2295 0.2261 0.4251
C3 -1.2484 -0.1015 0.0254
O1 -1.9671 -0.9119 0.9463
C4 0.4167 1.7675 0.7055
S1 -0.3637 2.2980 2.1906
H1 0.7648 -2.2754 -0.2753
H2 0.2330 -1.6108 -2.0458
H3 1.9126 -1.8263 -1.6561
H4 1.2542 0.4518 -1.3768
H5 0.2696 -0.2957 1.3398
H6 -1.9060 0.8119 -0.0205
H7 -1.2436 -0.5509 -0.9329
H8 -2.1045 -0.4998 1.8114
H9 0.0389 2.2351 -0.2111
H10 1.5679 2.0285 0.9025

Summary:
LUMO = 0.13462 Ha
E_HOMO = -2.401 eV
gap between HOMO and LUMO = 6.064 eV
net charge = -1

---

Which one sits at the top of the stability order? x does.

---

w:
Density functional theory data (ωB97M-V/def2-TZVPD) for one molecule with the formula C3H4NP.

CARTESIAN COORDINATES (ANGSTROEM)
C1 1.1080 -0.4984 -0.3437
N1 0.9381 0.8532 0.0338
C2 -0.2542 1.3167 -0.0168
P1 -1.4990 -0.1348 -0.0257
C3 -0.0586 -1.2210 -0.2650
H1 2.0795 -0.8191 -0.5418
H2 -0.4977 2.3484 0.1886
H3 -1.6148 0.3713 1.5573
H4 -0.2013 -2.2164 -0.5867

Summary:
LUMO = -0.00095 Ha
E_HOMO = -9.161 eV
gap between HOMO and LUMO = 9.135 eV

---

x:
Density functional theory data (ωB97M-V/def2-TZVPD) for a 2-piece molecular cluster, C3H4NP overall.

CARTESIAN COORDINATES (ANGSTROEM)
C1 -0.4776 -0.2062 -2.3846
C2 -0.3733 0.2683 1.2273
C3 0.9172 0.0799 1.0153
N1 -0.0015 0.6122 -3.0429
P1 -1.0206 -1.5596 -1.3952
H1 -0.7794 -0.1556 2.1891
H2 -1.0693 0.7122 0.4862
H3 1.2808 0.4683 0.0411
H4 1.5237 -0.2195 1.8637

Summary:
LUMO (spin up / spin down) = -0.08416 / -0.08360 Ha
E_HOMO (spin up / spin down) = -9.151 / -9.130 eV
gap between HOMO and LUMO (spin up / spin down) = 6.861 / 6.856 eV

---

y:
Density functional theory data (ωB97M-V/def2-TZVPD) for one molecule with the formula C3H4NP.

CARTESIAN COORDINATES (ANGSTROEM)
C1 1.1690 -0.2889 -0.3625
N1 1.0733 1.0482 -0.2281
C2 -0.1663 1.4958 -0.0893
P1 -1.4102 0.1914 -0.2732
C3 -0.0493 -0.9359 -0.3478
H1 2.1291 -0.6379 -0.3020
H2 -0.5215 2.4820 0.1627
H3 -1.6689 0.4550 1.1994
H4 -0.1744 -1.9817 -0.4873

Summary:
LUMO = -0.00247 Ha
E_HOMO = -9.299 eV
gap between HOMO and LUMO = 9.232 eV

---

Which one sits at the top of the stability order? y does.

---

w:
Density functional theory data (ωB97M-V/def2-TZVPD) for one molecule with the formula C5H9NO2.

CARTESIAN COORDINATES (ANGSTROEM)
O1 2.0448 -0.5768 -2.0179
C1 0.8842 -0.9759 -1.6822
O2 0.0902 -1.8131 -2.3756
C2 0.3270 -0.4429 -0.2933
C3 -1.1478 -0.4626 0.2322
C4 -1.1036 0.8772 1.0116
C5 0.3334 1.4416 1.2401
N1 0.8733 0.7755 -0.0373
H1 0.8173 -2.5434 -2.8767
H2 0.7967 -1.2082 0.3329
H3 -2.0836 -0.7706 -0.6056
H4 -1.4715 -1.1773 1.0783
H5 -1.6427 1.0733 2.0961
H6 -1.6941 1.5609 0.1498
H7 0.3855 2.6134 1.2844
H8 0.6824 0.9797 2.2856
H9 1.9085 0.6494 0.1775

Summary:
LUMO = 0.01337 Ha
E_HOMO = -9.011 eV
gap between HOMO and LUMO = 9.375 eV

---

x:
Density functional theory data (ωB97M-V/def2-TZVPD) for C5H9NO2 as an isolated structure.

CARTESIAN COORDINATES (ANGSTROEM)
C1 -1.5758 0.0479 -0.3536
C2 -0.5887 -0.3990 -1.5809
C3 0.6222 -0.7353 -1.3240
C4 1.1004 -0.9367 0.2127
C5 1.8159 0.1768 1.1498
H1 -1.1887 1.1054 1.7439
H2 -1.5458 2.1396 0.0549
H3 -1.5642 -0.7201 0.6182
H4 -2.8226 -0.0955 -0.5126
H5 -0.8214 -0.1181 -2.6301
H6 1.3497 -0.8859 -2.2348
H7 0.0614 -1.3900 0.6196
H8 1.7528 -1.9385 0.1949
H9 0.3425 1.2211 0.6537
N1 -1.0933 1.1458 0.3995
O1 1.1825 1.3268 1.3789
O2 2.9729 0.0558 1.6099

Summary:
LUMO = -0.00234 Ha
E_HOMO = -9.487 eV
gap between HOMO and LUMO = 9.423 eV

---

y:
Density functional theory data (ωB97M-V/def2-TZVPD) for one molecule with the formula C5H9NO2.

CARTESIAN COORDINATES (ANGSTROEM)
C1 -2.4219 -0.1177 0.6253
C2 -1.1989 -0.2093 -0.3134
N1 -0.5575 -1.5354 -0.3074
C3 0.7199 -1.3697 -0.4136
C4 1.2939 -0.0192 -0.2897
O1 2.3618 -0.0241 0.6913
C5 -0.0228 0.7329 0.0991
O2 -0.0438 2.0237 -0.3155
H1 -2.9065 0.8758 0.3925
H2 -2.2355 -0.2712 1.7321
H3 -3.1410 -0.8571 0.2955
H4 -1.5986 -0.0965 -1.3855
H5 1.4288 -2.2345 -0.4258
H6 1.7265 0.3968 -1.2283
H7 1.8801 -0.1447 1.5962
H8 -0.0229 0.7986 1.2304
H9 0.0056 2.1817 -1.3075

Summary:
LUMO = 0.02725 Ha
E_HOMO = -9.425 eV
gap between HOMO and LUMO = 10.167 eV

---

Which one sits at the top of the stability order? y does.